Record 1
{
  "formula": "C8H11N5O2",
  "method": "ωB97M-V/def2-TZVPD",
  "total_charge": 2,
  "smiles": "CN=C=[NH+]/C=N\\N1[NH+]=C(C)O[C@@H]1C=C=O",
  "homo_ev": -16.8,
  "symbols": ["C", "N", "C", "N", "C", "N", "N", "N", "C", "C", "O", "C", "C", "C", "O", "H", "H", "H", "H", "H", "H", "H", "H", "H", "H", "H"],
  "xyz": [[0.9598, 2.4401, -1.7792], [-0.0953, 2.2303, -0.7953], [-0.9093, 2.1024, 0.0333], [-1.9212, 2.1690, 0.8799], [-2.3266, 0.9564, 1.5341], [-1.7964, -0.1467, 1.3304], [-0.5707, -0.0828, 0.5761], [0.5411, -0.4364, 1.3229], [0.9218, -1.7208, 1.1271], [1.9419, -2.5172, 1.8051], [0.3234, -2.1770, 0.1022], [-0.5412, -1.1856, -0.5251], [0.0753, -0.7714, -1.8028], [-0.4460, -0.8631, -3.0082], [-1.0656, -1.1457, -3.9174], [1.9448, 2.3208, -1.1544], [0.8286, 1.5594, -2.4350], [0.7155, 3.3246, -2.3982], [-2.2390, 3.1308, 1.1080], [-3.2087, 1.0140, 2.2460], [0.8615, 0.1263, 2.1150], [2.5891, -2.0795, 2.5806], [1.4118, -3.4389, 2.2077], [2.6325, -2.9552, 1.0706], [-1.6519, -1.6336, -0.5816], [1.0248, -0.2201, -1.6418]]
}


Record 2
{
  "formula": "C25H55F4N2O2P",
  "method": "ωB97M-V/def2-TZVPD",
  "total_charge": 0,
  "smiles": "CC(C)C[C@H](C)COP(CCCF)C[C@@H](O)C(F)(F)F.CCN(CC)CC.CCN(CC)CC",
  "homo_ev": -8.1,
  "symbols": ["C", "C", "C", "C", "C", "C", "C", "O", "P", "C", "C", "C", "F", "C", "C", "O", "C", "F", "F", "F", "H", "H", "H", "H", "H", "H", "H", "H", "H", "H", "H", "H", "H", "H", "H", "H", "H", "H", "H", "H", "H", "H", "H", "H", "H", "C", "C", "N", "C", "C", "C", "C", "H", "H", "H", "H", "H", "H", "H", "H", "H", "H", "H", "H", "H", "H", "H", "C", "C", "N", "C", "C", "C", "C", "H", "H", "H", "H", "H", "H", "H", "H", "H", "H", "H", "H", "H", "H", "H"],
  "xyz": [[0.3205, 3.8535, 3.5940], [0.3901, 4.6954, 2.3173], [1.7838, 5.3187, 2.1955], [0.0965, 3.9459, 1.0047], [-1.0758, 2.9555, 0.9709], [-2.2879, 3.3731, 1.8234], [-0.6365, 1.4912, 1.1946], [0.6269, 1.3923, 1.8589], [1.0703, -0.1677, 2.1666], [2.8346, 0.0656, 2.6091], [3.3006, 1.5278, 2.6385], [4.7208, 1.6132, 3.1507], [5.0371, 2.9336, 3.4569], [0.1645, -0.5960, 3.7338], [0.2860, 0.2991, 4.9635], [-0.8219, 0.0989, 5.8339], [1.5942, 0.0749, 5.7566], [1.4120, 0.2237, 7.0952], [2.1047, -1.1852, 5.5577], [2.5576, 0.9606, 5.3803], [-0.3662, 3.0210, 3.5227], [0.0217, 4.4743, 4.4364], [1.3082, 3.4657, 3.8289], [-0.3207, 5.5180, 2.3875], [2.5207, 4.5159, 2.2205], [1.9036, 5.8323, 1.2454], [2.0014, 5.9847, 3.0251], [-0.0837, 4.7011, 0.2400], [1.0070, 3.4365, 0.6934], [-1.4316, 2.9483, -0.0572], [-2.0588, 4.0931, 2.5998], [-2.7448, 2.5148, 2.3120], [-3.0646, 3.8060, 1.1979], [-1.4098, 0.9341, 1.7226], [-0.5308, 1.0043, 0.2222], [3.3895, -0.4497, 1.8274], [3.0966, -0.4178, 3.5444], [3.2831, 1.9332, 1.6294], [2.6575, 2.1388, 3.2606], [4.8559, 1.0276, 4.0585], [5.4369, 1.2789, 2.4027], [-0.8814, -0.5629, 3.4369], [0.3915, -1.6351, 3.9563], [0.2267, 1.3410, 4.6739], [-0.9374, -0.8464, 5.9454], [1.2662, -0.1932, -6.0229], [1.3161, 0.0364, -4.5202], [0.9382, -1.1324, -3.7487], [0.7191, -0.8516, -2.3415], [1.9020, -0.3877, -1.4864], [1.6723, -2.3495, -4.0433], [3.1997, -2.3427, -3.8879], [0.2790, -0.5402, -6.3307], [1.4772, 0.7414, -6.5437], [2.0066, -0.9222, -6.3535], [0.6093, 0.8329, -4.2729], [2.3159, 0.4153, -4.2538], [0.2816, -1.7431, -1.8816], [-0.0612, -0.0836, -2.2858], [2.5795, -1.2064, -1.2445], [1.5227, -0.0034, -0.5413], [2.4755, 0.4076, -1.9654], [1.4383, -2.6429, -5.0695], [1.2515, -3.1463, -3.4249], [3.6509, -1.4421, -4.3066], [3.6257, -3.1972, -4.4172], [3.5075, -2.4253, -2.8465], [-1.5054, -4.2821, -2.9586], [-3.0215, -4.3036, -2.8634], [-3.5173, -3.7131, -1.6335], [-4.9345, -3.9419, -1.4166], [-5.9317, -3.3146, -2.3994], [-3.0354, -2.3733, -1.3432], [-3.2968, -1.2679, -2.3761], [-1.0496, -4.7743, -2.0979], [-1.1837, -4.8054, -3.8601], [-1.1175, -3.2640, -3.0238], [-3.3582, -5.3433, -2.8896], [-3.4349, -3.8207, -3.7632], [-5.1807, -3.6136, -0.4031], [-5.0895, -5.0253, -1.4180], [-6.0446, -2.2431, -2.2404], [-6.9161, -3.7654, -2.2585], [-5.6440, -3.4794, -3.4379], [-1.9567, -2.4328, -1.1779], [-3.4503, -2.0716, -0.3779], [-3.1013, -1.6045, -3.3948], [-2.6340, -0.4214, -2.1823], [-4.3186, -0.8938, -2.3299]]
}


Record 3
{
  "formula": "C11H14BrP",
  "method": "ωB97M-V/def2-TZVPD",
  "total_charge": 0,
  "homo_ev": [-8.6, -7.9],
  "symbols": ["C", "C", "C", "C", "C", "C", "C", "C", "C", "C", "C", "P", "Br", "H", "H", "H", "H", "H", "H", "H", "H", "H", "H", "H", "H", "H", "H"],
  "xyz": [[-1.8624, -3.8488, -1.3513], [-1.8793, -2.9683, -2.4978], [-1.6836, -3.3516, -0.0730], [-1.7838, -1.6206, -2.2968], [-1.4965, -2.0083, 0.1533], [-1.6066, -1.2266, -1.0094], [2.3658, 1.1085, 1.3082], [1.9164, 2.5045, 1.7487], [1.1811, 0.6091, 0.5568], [1.1350, 3.0797, 0.5248], [0.6113, 1.8101, -0.2022], [-1.1651, 1.8197, -0.6390], [-1.9469, 1.7959, 1.3728], [-2.0426, -4.9406, -1.4318], [-1.7442, -3.2106, -3.5874], [-1.7121, -4.1075, 0.7395], [-1.8765, -0.8952, -3.1299], [-1.1006, -1.6520, 1.1242], [3.1657, 1.3987, 0.5863], [2.6320, 0.3750, 2.2103], [1.3245, 2.5907, 2.6387], [2.7092, 3.1066, 2.1462], [1.2846, -0.1957, -0.0691], [0.3727, 0.5503, 1.3109], [0.3094, 3.5226, 0.9059], [1.6702, 3.9078, 0.0096], [1.2221, 1.8466, -1.0485]]
}


Record 4
{
  "formula": "H2O5PS2",
  "method": "ωB97M-V/def2-TZVPD",
  "total_charge": -1,
  "smiles": "O=S12=S([O-])(OP)(O1)O2",
  "homo_ev": -5.2,
  "symbols": ["O", "S", "S", "O", "O", "P", "O", "O", "H", "H"],
  "xyz": [[-3.1078, -1.3828, -0.2549], [-2.3632, -0.5472, 0.6597], [-0.3685, 0.5726, -0.3098], [0.3243, 1.2527, 0.7343], [1.1110, -0.3733, -1.1131], [2.6099, 0.0888, -0.7000], [-0.8064, -0.8968, 0.1514], [-2.3184, 0.9064, 0.1599], [2.1214, 1.0259, 0.2481], [2.7977, -0.6464, 0.4243]]
}